No. 1
{
  "formula": "C19H22BF5IrN4S5Se2",
  "method": "wB97M-V/def2-TZVPD",
  "e_above_lowest_ev": 1.105,
  "e_homo_ev": [-7.582, -7.532],
  "multiplicity": 2,
  "total_charge": 0,
  "energy_ev": -227992.151,
  "homo_lumo_gap_ev": [6.423, 5.288],
  "s2": 0.831,
  "elements": ["Ir", "S", "C", "S", "S", "C", "N", "C", "C", "N", "B", "N", "C", "C", "N", "C", "C", "S", "C", "S", "H", "H", "H", "H", "H", "H", "H", "H", "H", "H", "H", "H", "C", "Se", "C", "C", "Se", "C", "H", "H", "H", "H", "H", "H", "H", "H", "H", "H", "F", "C", "C", "C", "F", "C", "F", "C", "F", "C", "F"],
  "coordinates": [[-0.079946, -0.564605, 0.553203], [-1.320103, -3.562541, -2.577862], [-0.729474, -2.452942, -1.519378], [0.091984, -2.804204, -0.077473], [-0.972320, -0.736521, -1.679216], [3.087015, 2.390588, -1.367765], [2.950110, 2.364136, 0.076503], [3.151177, 3.450793, 0.885483], [2.942010, 3.031202, 2.150192], [2.634125, 1.695487, 2.117630], [2.461657, 0.953892, 3.506958], [2.491649, -0.582866, 3.327665], [3.614984, -1.368103, 3.437024], [3.229409, -2.662279, 3.378410], [1.859807, -2.655610, 3.220197], [1.009381, -3.836682, 3.144175], [1.437187, -1.378685, 3.160698], [-0.193245, -0.862396, 2.853679], [2.606006, 1.297136, 0.840771], [2.246321, -0.283271, 0.168216], [3.688357, 3.257246, -1.633183], [2.108537, 2.465421, -1.836736], [3.578361, 1.485541, -1.711457], [3.411987, 4.415838, 0.490310], [2.998106, 3.566568, 3.080642], [3.410627, 1.243993, 4.197643], [1.410254, 1.308861, 3.965739], [4.591494, -0.938746, 3.567126], [3.794154, -3.575233, 3.431450], [1.638021, -4.713843, 3.271125], [0.504890, -3.885820, 2.185642], [0.259534, -3.805012, 3.931182], [0.714315, 4.196365, -3.891264], [-0.155799, 2.996777, -2.633651], [-0.954760, 1.796438, -3.947458], [-0.065430, 0.685731, -4.487826], [1.251842, 0.024450, -3.200829], [1.419419, -1.725367, -4.011961], [-0.031114, 4.708842, -4.493986], [1.414010, 3.656527, -4.525916], [1.257649, 4.924909, -3.293596], [-1.306954, 2.419301, -4.768767], [-1.820715, 1.377625, -3.439736], [0.503044, 1.017469, -5.356609], [-0.664245, -0.182064, -4.763458], [0.466412, -2.247992, -3.943810], [2.179644, -2.264372, -3.451475], [1.726593, -1.611857, -5.049222], [0.100548, 2.781734, 0.730325], [-1.132539, 2.319685, 1.032205], [-1.443816, 0.988593, 0.849755], [-2.738188, 0.631808, 1.185763], [-3.123159, -0.660248, 1.059819], [-3.675817, 1.525367, 1.667963], [-4.916413, 1.130906, 1.975620], [-3.314930, 2.849696, 1.842658], [-4.199840, 3.732376, 2.316554], [-2.034766, 3.252318, 1.515553], [-1.682499, 4.535834, 1.668553]],
  "forces_ev_per_a": [[-0.9, 0.0, -1.0], [0.0, 0.1, -0.1], [-0.4, -0.9, -0.5], [1.0, -0.1, 0.1], [0.6, 0.5, 0.7], [0.1, -0.1, 0.0], [0.0, 0.0, -0.1], [0.0, 0.0, -0.2], [0.0, -0.1, 0.1], [0.1, -0.1, 0.1], [-0.1, 0.0, 0.0], [0.1, 0.1, 0.0], [0.0, -0.1, 0.1], [0.0, 0.0, 0.0], [0.0, -0.1, -0.1], [0.0, 0.1, 0.1], [-0.2, -0.3, 0.2], [0.6, 0.2, 0.2], [-0.1, 0.2, 0.0], [-0.7, -0.1, 0.3], [0.0, 0.0, 0.0], [0.1, 0.0, 0.1], [0.1, 0.0, 0.0], [0.0, 0.0, 0.0], [0.0, 0.0, 0.0], [0.0, 0.1, -0.1], [0.1, -0.1, 0.1], [0.0, 0.0, 0.0], [0.0, 0.0, 0.0], [0.0, 0.0, 0.0], [0.0, 0.0, 0.0], [0.0, 0.0, 0.0], [0.1, 0.0, 0.0], [-0.4, 0.1, -0.1], [0.0, 0.0, 0.1], [0.1, 0.0, -0.1], [-0.1, 0.0, -0.3], [0.1, 0.0, 0.0], [0.0, 0.0, 0.0], [0.0, 0.0, 0.0], [0.0, 0.0, 0.0], [-0.1, 0.0, 0.0], [0.0, 0.0, 0.0], [0.0, 0.0, 0.0], [0.0, 0.0, -0.1], [0.0, 0.0, 0.0], [0.0, 0.0, 0.0], [0.0, 0.0, 0.0], [0.1, 0.0, 0.1], [-0.2, 0.1, -0.1], [0.1, 0.5, 0.7], [0.0, 0.1, -0.1], [0.1, 0.0, 0.0], [-0.1, 0.0, 0.0], [0.0, 0.0, 0.0], [-0.1, 0.0, 0.0], [0.0, 0.0, -0.1], [0.1, 0.1, -0.1], [0.0, 0.0, 0.0]]
}

No. 2
{
  "formula": "C19H22BaN4O2Se3Si",
  "method": "wB97M-V/def2-TZVPD",
  "e_above_lowest_ev": 0.986,
  "e_homo_ev": -7.147,
  "total_charge": 0,
  "energy_ev": -234725.432,
  "homo_lumo_gap_ev": 6.980,
  "elements": ["Ba", "Se", "Se", "C", "C", "C", "C", "C", "N", "C", "C", "C", "C", "C", "N", "H", "H", "H", "H", "H", "H", "H", "H", "O", "N", "N", "O", "C", "C", "C", "C", "C", "C", "H", "H", "H", "H", "H", "C", "Si", "C", "C", "Se", "H", "H", "H", "H", "H", "H", "H", "H", "H"],
  "coordinates": [[-0.135155, -0.439495, -0.216531], [2.084744, 1.825605, 1.487493], [0.665485, 3.670730, 1.195498], [-0.855594, 2.850857, 2.064469], [-1.779733, 3.725810, 2.631609], [-2.845335, 3.198408, 3.331092], [-2.951992, 1.820726, 3.468025], [-1.991048, 1.039307, 2.861080], [-0.964045, 1.535153, 2.153522], [2.808194, 1.658784, -0.295980], [3.642517, 2.633960, -0.822155], [4.162285, 2.445073, -2.090392], [3.856668, 1.280726, -2.772825], [3.025997, 0.361032, -2.163632], [2.495064, 0.537933, -0.947852], [-1.650813, 4.795807, 2.538148], [-3.576089, 3.857200, 3.783011], [-3.757072, 1.367105, 4.028111], [-2.042704, -0.041780, 2.933941], [3.874491, 3.516962, -0.244129], [4.803509, 3.195154, -2.536241], [4.239016, 1.089416, -3.765998], [2.747302, -0.549212, -2.679963], [2.311070, -1.039753, 2.381076], [1.369308, -1.261186, 1.616486], [0.867311, -2.467986, 1.608955], [-0.174003, -2.624549, 0.719684], [1.241086, -3.617801, 2.394489], [0.340570, -4.678004, 2.331558], [0.601812, -5.836989, 3.040516], [1.757770, -5.948572, 3.803001], [2.649062, -4.890656, 3.848603], [2.407969, -3.710093, 3.151843], [-0.544144, -4.579196, 1.722693], [-0.101723, -6.658520, 2.993239], [1.960183, -6.858176, 4.354293], [3.553999, -4.973224, 4.436984], [3.100281, -2.892501, 3.198413], [-2.316977, 2.498702, -5.069619], [-2.263767, 1.288485, -3.657507], [-3.892387, 1.400999, -2.750538], [-2.154202, -0.428113, -4.387367], [-0.551630, 1.710338, -2.305073], [-3.167758, 2.314825, -5.734237], [-1.395997, 2.427077, -5.655246], [-2.389457, 3.520195, -4.686231], [-4.741963, 1.360257, -3.441517], [-3.939955, 2.342567, -2.196837], [-4.001586, 0.582111, -2.032910], [-2.915696, -0.583834, -5.160226], [-2.294922, -1.199519, -3.623758], [-1.169945, -0.572147, -4.841067]],
  "forces_ev_per_a": [[-1.0, 1.8, -1.1], [0.1, 0.2, 0.0], [0.0, -0.3, 0.0], [0.1, 0.1, 0.0], [0.0, 0.0, 0.0], [0.0, 0.1, 0.0], [0.0, 0.0, 0.0], [0.0, 0.0, -0.1], [-0.2, -0.2, -0.1], [-0.1, -0.2, -0.1], [0.0, 0.1, 0.0], [0.0, 0.1, 0.0], [0.0, 0.0, 0.0], [-0.2, 0.0, 0.1], [0.2, 0.1, -0.1], [0.0, 0.0, 0.0], [0.0, 0.0, 0.0], [0.0, 0.0, 0.0], [0.0, 0.0, 0.0], [0.0, 0.0, 0.0], [0.0, 0.0, 0.0], [0.0, 0.0, 0.0], [0.0, 0.0, 0.0], [0.3, 0.2, 0.1], [0.8, -1.7, 1.4], [-0.4, -0.1, -0.4], [0.7, -0.8, 1.0], [-0.2, 0.4, -0.3], [0.0, -0.2, 0.1], [0.0, 0.0, 0.0], [0.0, 0.0, 0.0], [0.1, 0.1, 0.0], [-0.1, -0.2, 0.0], [0.0, 0.0, 0.0], [0.0, 0.0, 0.0], [0.0, 0.0, 0.0], [0.0, 0.0, 0.0], [0.1, 0.1, 0.0], [0.1, 0.2, -0.2], [0.0, 0.0, 0.1], [-0.3, 0.1, 0.2], [0.0, -0.3, -0.2], [0.0, 0.5, -0.4], [0.0, 0.0, 0.0], [-0.1, 0.0, 0.0], [0.0, 0.0, -0.1], [0.1, 0.0, 0.1], [-0.1, -0.1, 0.0], [0.0, 0.0, 0.0], [0.1, 0.0, 0.1], [0.0, 0.0, 0.0], [-0.1, -0.1, 0.0]]
}